Record 1
30
Properties=species:S:1:pos:R:3 method="wB97M-V/def2-TZVPD" gap_ev=6.6 charge=-1
C -2.655 2.863 0.080
C -1.675 2.004 -0.756
C -0.324 1.828 -0.051
B 0.619 0.725 -0.625
C 0.226 -0.492 -1.507
C 0.485 -1.850 -0.795
C 0.556 -1.750 0.727
C 0.385 -3.119 1.371
O 0.666 -4.129 0.780
O -0.059 -3.028 2.592
P 2.497 0.989 -0.202
N 2.962 2.439 -0.661
H -2.252 3.011 1.083
H -3.622 2.381 0.204
H -2.782 3.856 -0.347
H -1.525 2.540 -1.692
H -2.150 1.048 -0.963
H -0.523 1.548 0.990
H 0.201 2.786 -0.087
H -0.803 -0.413 -1.853
H 0.857 -0.454 -2.403
H -0.281 -2.563 -1.088
H 1.422 -2.264 -1.163
H 1.555 -1.417 1.023
H -0.217 -1.110 1.150
H -0.675 -3.848 2.892
H 3.217 -0.060 -0.811
H 2.639 0.747 1.186
H 3.710 2.372 -1.341
I -2.452 -4.638 2.264


Record 2
51
Properties=species:S:1:pos:R:3 method="wB97M-V/def2-TZVPD" gap_ev=2.3 e_above_lowest_kj_mol=306.8 charge=-5
Ba -5.316 -30.344 26.423
S -4.175 -31.571 22.786
O -5.292 -31.802 21.857
O -3.123 -32.548 22.579
O -3.699 -30.168 22.704
O -4.777 -31.819 24.120
S -6.092 -28.312 28.985
O -7.446 -28.365 29.582
O -6.165 -27.848 27.594
O -5.197 -27.508 29.784
O -5.553 -29.687 28.914
S -7.945 -32.155 25.746
O -9.344 -31.796 26.042
O -7.942 -33.409 25.025
O -7.268 -31.224 24.834
O -7.162 -32.282 26.947
C -2.785 -34.699 27.898
F -2.799 -36.028 27.626
F -3.422 -34.452 29.008
F -1.508 -34.316 27.962
S -3.597 -33.686 26.455
O -2.534 -33.763 25.394
O -4.775 -34.505 26.203
O -3.878 -32.338 26.982
C -5.411 -27.278 23.723
C -4.378 -27.139 22.520
O -4.608 -28.037 21.479
O -5.148 -28.549 24.284
H -6.436 -26.942 23.564
H -4.980 -26.490 24.348
H -3.374 -27.256 22.934
H -4.370 -26.101 22.176
H -4.192 -28.899 21.635
H -4.536 -28.949 23.650
C -1.259 -28.397 25.427
C -1.929 -29.533 26.197
C -1.011 -30.200 27.182
O 0.030 -30.844 26.467
C 0.762 -31.698 27.326
N -3.080 -28.893 26.851
H -0.509 -28.878 24.796
H -0.786 -27.551 25.927
H -1.950 -27.997 24.683
H -2.210 -30.260 25.432
H -1.482 -30.944 27.827
H -0.525 -29.453 27.817
H 1.489 -32.208 26.694
H 0.047 -32.391 27.771
H 1.264 -31.083 28.076
H -3.184 -27.989 26.407
H -2.459 -28.555 27.579


Record 3
30
Properties=species:S:1:pos:R:3 method="wB97M-V/def2-TZVPD" gap_ev=6.5
F -4.802 -0.043 2.903
C -5.022 -0.591 1.725
F -6.285 -0.438 1.334
C -4.110 -1.188 0.956
F -4.239 -1.005 -0.384
C -2.994 -2.045 1.418
C -1.670 -1.796 0.642
Nb -0.710 0.095 1.442
H -3.280 -3.095 1.339
H -2.804 -1.816 2.469
H -1.013 -2.652 0.806
H -1.877 -1.757 -0.427
H -0.455 0.794 -0.272
H -2.221 1.128 1.550
H -0.879 -0.367 3.219
H 0.972 -0.650 1.314
H 0.215 1.604 1.961
C 4.654 0.387 -0.916
C 3.166 0.436 -0.936
O 2.369 -0.313 -0.518
N 2.484 1.692 -1.526
C 2.256 1.584 -3.003
H 4.953 -0.534 -0.427
H 5.055 0.404 -1.931
H 5.053 1.238 -0.361
H 3.022 2.532 -1.313
H 1.565 1.702 -1.042
H 3.211 1.442 -3.501
H 1.795 2.506 -3.343
H 1.590 0.744 -3.178


Record 4
25
Properties=species:S:1:pos:R:3 method="wB97M-V/def2-TZVPD" gap_ev=6.1 e_above_lowest_kj_mol=670.6
C 0.852 -2.504 -0.760
C 1.950 -1.466 -1.064
C -0.161 -1.856 0.184
N -0.724 -0.716 -0.474
C -1.012 2.153 1.906
C -1.410 0.881 1.156
C -0.392 0.505 0.047
C -0.389 1.542 -1.109
H 0.300 -2.525 -1.705
H 1.094 -3.539 -0.524
H 2.637 -1.205 -0.258
H 2.573 -1.794 -1.898
H 1.383 -0.584 -1.444
H 0.275 -1.633 1.164
H -0.937 -2.619 0.362
H 1.437 0.771 -0.603
H 0.049 2.217 2.156
H -1.610 2.307 2.801
H -1.226 2.999 1.254
H -1.648 0.017 1.769
H -2.313 1.131 0.604
H 0.618 0.583 0.599
H 0.054 1.097 -1.997
H 0.050 2.497 -0.849
H -1.449 1.740 -1.316


For reference, HOMO by record: -0.1532 0.2572 -0.2689 -0.2673 Eh.
For reference, maximum force by record: 1.66 5.53 2.84 2.06 eV/A.